No. 1
Computed, not measured: the molecule C29H44N4O6, with the ωB97M-V functional and the def2-TZVPD basis.

Cartesian coordinates (Å):
C (0.616, 6.037, 3.069)
H (0.955, 6.043, 4.103)
O (1.707, 5.562, 2.317)
C (1.561, 5.417, 0.971)
C (0.464, 5.855, 0.241)
C (0.429, 5.674, -1.133)
C (1.475, 5.056, -1.789)
C (2.563, 4.601, -1.060)
C (2.623, 4.778, 0.309)
C (3.744, 4.203, 1.138)
N (3.216, 3.119, 1.948)
C (3.282, 1.839, 1.542)
O (4.006, 1.435, 0.654)
C (2.265, 0.932, 2.261)
N (1.066, 1.028, 1.440)
C (0.217, 2.068, 1.558)
O (0.263, 2.848, 2.495)
C (-0.840, 2.202, 0.467)
C (-1.985, 1.205, 0.691)
H (-2.370, 1.309, 1.707)
C (-1.542, -0.242, 0.483)
N (-0.685, -0.364, -0.687)
C (-0.142, -1.518, -1.128)
O (0.453, -1.592, -2.189)
C (-0.235, -2.771, -0.245)
N (-1.021, -3.773, -0.954)
C (-2.220, -3.472, -1.489)
O (-2.793, -2.421, -1.277)
O (-2.682, -4.495, -2.226)
C (-3.954, -4.389, -2.907)
C (-3.924, -3.233, -3.906)
H (-3.817, -2.288, -3.381)
H (-4.846, -3.219, -4.481)
H (-3.083, -3.351, -4.586)
C (-5.088, -4.215, -1.897)
H (-4.976, -3.271, -1.370)
H (-6.043, -4.221, -2.414)
H (-5.072, -5.027, -1.173)
C (-4.091, -5.725, -3.640)
H (-5.022, -5.748, -4.199)
H (-3.260, -5.859, -4.326)
H (-4.085, -6.545, -2.926)
C (-0.273, -4.986, -1.216)
C (0.837, -4.930, -0.173)
H (0.467, -5.290, 0.789)
H (1.706, -5.518, -0.459)
C (1.140, -3.435, -0.099)
H (1.756, -3.141, -0.950)
H (1.638, -3.148, 0.823)
H (0.137, -4.967, -2.232)
H (-0.926, -5.855, -1.116)
H (-0.701, -2.572, 0.723)
C (-0.744, 0.753, -1.613)
C (-0.265, 2.046, -0.953)
H (0.826, 2.073, -0.924)
H (-0.581, 2.885, -1.572)
H (-1.772, 0.861, -1.972)
H (-0.111, 0.501, -2.466)
H (-2.423, -0.881, 0.352)
H (-0.993, -0.570, 1.371)
H (-2.796, 1.451, 0.004)
H (-1.243, 3.212, 0.592)
H (1.072, 0.492, 0.584)
H (2.019, 1.346, 3.244)
C (2.743, -0.514, 2.396)
C (4.057, -0.552, 3.173)
H (4.395, -1.579, 3.287)
H (4.825, 0.006, 2.646)
H (3.927, -0.120, 4.163)
C (1.686, -1.360, 3.100)
H (2.022, -2.390, 3.190)
H (0.746, -1.348, 2.553)
H (1.503, -0.973, 4.101)
H (2.922, -0.904, 1.388)
H (2.469, 3.393, 2.574)
H (4.162, 4.963, 1.803)
H (4.527, 3.789, 0.501)
H (3.377, 4.096, -1.559)
H (1.444, 4.916, -2.859)
H (-0.430, 6.023, -1.688)
H (-0.367, 6.335, 0.731)
H (-0.241, 5.365, 2.974)
H (0.333, 7.054, 2.777)

## Properties
Kohn-Sham gap = 9.20 eV
Relative energy (zero: lowest compared OMol25 entry of this formula, charge and spin) = 10.5 kJ/mol
Lowest unoccupied orbital energy = 0.69 eV
SMILES = COc1ccccc1CNC(=O)[C@@H](NC(=O)C1CCN(C(=O)[C@@H]2CCCN2C(=O)OC(C)(C)C)CC1)C(C)C
Calculated total energy = -1802.03617 Eh
2S+1 = 1

---

No. 2
Computed, not measured: a 2-piece molecular cluster, C29H44NO4Si2 overall, with the ωB97M-V functional and the def2-TZVPD basis.

Cartesian coordinates (Å):
C (-5.825, -1.692, 2.371)
O (-4.513, -2.163, 2.617)
C (-3.587, -1.445, 1.947)
O (-3.874, -0.511, 1.216)
C (-2.192, -1.985, 2.170)
C (-1.449, -1.354, 3.335)
C (-0.088, -1.996, 3.451)
C (0.258, -2.907, 4.387)
N (0.729, -1.506, 2.405)
O (2.026, -2.050, 2.597)
Si (2.246, -3.192, 1.296)
C (3.731, -2.514, 0.438)
C (2.441, -4.905, 1.965)
C (0.707, -3.058, 0.240)
O (0.796, -0.135, 2.542)
Si (2.062, 0.859, 3.109)
C (3.029, 1.422, 1.630)
C (1.021, 2.247, 3.793)
C (3.119, 0.016, 4.377)
H (-6.465, -2.323, 2.978)
H (-5.926, -0.644, 2.657)
H (-6.079, -1.787, 1.313)
H (-2.251, -3.071, 2.339)
H (-1.612, -1.777, 1.263)
H (-1.310, -0.285, 3.131)
H (-2.001, -1.526, 4.274)
H (1.279, -3.267, 4.467)
H (-0.528, -3.245, 5.068)
H (3.874, -3.097, -0.483)
H (3.604, -1.457, 0.172)
H (4.626, -2.610, 1.064)
H (2.528, -5.576, 1.097)
H (3.352, -5.003, 2.568)
H (1.588, -5.233, 2.569)
H (0.870, -3.526, -0.742)
H (-0.162, -3.538, 0.714)
H (0.470, -1.992, 0.098)
H (3.744, 2.179, 1.983)
H (3.584, 0.608, 1.151)
H (2.363, 1.884, 0.891)
H (1.669, 3.030, 4.210)
H (0.404, 2.685, 2.996)
H (0.347, 1.886, 4.582)
H (3.776, 0.787, 4.817)
H (2.513, -0.423, 5.181)
H (3.751, -0.764, 3.934)
C (-6.405, 4.415, 4.733)
C (-5.163, 3.977, 5.440)
C (-3.919, 4.057, 4.795)
C (-2.762, 3.646, 5.442)
C (-2.798, 3.130, 6.769)
C (-1.608, 2.717, 7.446)
C (-1.571, 2.374, 8.794)
C (-0.454, 1.904, 9.476)
C (-0.481, 1.436, 10.823)
C (0.716, 1.078, 11.505)
C (0.695, 0.615, 12.812)
C (-0.522, 0.486, 13.503)
C (-0.535, -0.027, 14.907)
C (-1.713, 0.841, 12.860)
C (-1.705, 1.297, 11.549)
C (-4.079, 3.051, 7.397)
C (-5.227, 3.480, 6.746)
H (-7.279, 4.280, 5.377)
H (-6.358, 5.474, 4.445)
H (-6.573, 3.841, 3.812)
H (-3.881, 4.448, 3.777)
H (-1.797, 3.719, 4.938)
H (-0.671, 2.713, 6.886)
H (-2.488, 2.512, 9.374)
H (0.504, 1.904, 8.953)
H (1.663, 1.173, 10.972)
H (1.619, 0.340, 13.324)
H (-1.558, -0.059, 15.293)
H (-0.119, -1.040, 14.972)
H (0.060, 0.606, 15.578)
H (-2.658, 0.749, 13.401)
H (-2.647, 1.537, 11.064)
H (-4.163, 2.638, 8.399)
H (-6.194, 3.426, 7.250)

## Properties
Kohn-Sham gap = 4.72 eV
Total charge = +1
Lowest unoccupied orbital energy = -5.43 eV
Calculated total energy = -2065.89925 Eh
2S+1 = 1

---

No. 3
Computed, not measured: C29H45AsN5Si3V as an isolated structure, with the ωB97M-V functional and the def2-TZVPD basis.

Cartesian coordinates (Å):
V (0.939, -0.657, 0.304)
C (3.896, 2.507, -4.478)
C (3.250, 2.165, -3.167)
C (2.137, 2.865, -2.703)
C (1.521, 2.527, -1.514)
C (2.018, 1.501, -0.706)
N (1.364, 1.110, 0.501)
C (1.139, 1.994, 1.579)
C (1.492, 3.344, 1.480)
C (1.201, 4.245, 2.481)
C (0.530, 3.844, 3.632)
C (0.184, 4.829, 4.710)
C (0.237, 2.497, 3.767)
C (0.572, 1.563, 2.789)
N (0.384, 0.176, 3.134)
C (0.128, -0.316, 4.367)
C (0.213, -1.689, 4.321)
C (0.549, -1.974, 3.004)
N (0.645, -0.852, 2.291)
C (3.130, 0.787, -1.182)
C (3.721, 1.110, -2.398)
N (3.701, -0.303, -0.451)
C (4.997, -0.595, -0.263)
C (5.069, -1.779, 0.445)
C (3.748, -2.154, 0.645)
N (2.915, -1.261, 0.103)
H (3.533, 3.459, -4.859)
H (4.979, 2.572, -4.376)
H (3.680, 1.741, -5.225)
H (1.742, 3.680, -3.296)
H (0.641, 3.065, -1.189)
H (1.998, 3.694, 0.595)
H (1.487, 5.282, 2.358)
H (-0.113, 5.785, 4.281)
H (-0.632, 4.471, 5.336)
H (1.047, 5.009, 5.353)
H (-0.263, 2.178, 4.669)
H (-0.063, 0.330, 5.202)
H (0.072, -2.375, 5.137)
H (0.713, -2.932, 2.536)
H (4.554, 0.514, -2.751)
H (5.765, 0.064, -0.632)
H (5.960, -2.289, 0.766)
H (3.351, -3.013, 1.163)
C (-3.022, 0.879, 1.727)
Si (-3.275, -0.818, 0.980)
C (-4.800, -0.897, -0.080)
C (-3.255, -2.160, 2.271)
As (-1.423, -1.190, -0.482)
Si (-1.246, -3.491, -1.127)
C (0.113, -3.562, -2.402)
C (-2.857, -4.127, -1.804)
C (-0.752, -4.423, 0.426)
Si (-1.725, 0.154, -2.436)
C (-3.141, -0.406, -3.508)
C (-0.125, 0.061, -3.408)
C (-2.054, 1.859, -1.736)
H (-3.422, 0.891, 2.744)
H (-3.552, 1.643, 1.156)
H (-1.974, 1.180, 1.782)
H (-5.678, -0.737, 0.553)
H (-4.919, -1.866, -0.570)
H (-4.812, -0.124, -0.849)
H (-4.062, -1.950, 2.980)
H (-2.323, -2.190, 2.838)
H (-3.441, -3.151, 1.855)
H (-0.197, -3.137, -3.359)
H (0.371, -4.610, -2.577)
H (1.036, -3.056, -2.107)
H (-3.324, -3.467, -2.532)
H (-3.579, -4.319, -1.008)
H (-2.662, -5.081, -2.304)
H (0.322, -4.629, 0.432)
H (-1.259, -5.391, 0.441)
H (-1.011, -3.914, 1.354)
H (-3.212, -1.485, -3.635)
H (-2.982, 0.020, -4.504)
H (-4.104, -0.044, -3.149)
H (-0.165, -0.771, -4.114)
H (0.790, -0.059, -2.821)
H (-0.006, 0.979, -3.989)
H (-3.089, 1.937, -1.396)
H (-1.909, 2.618, -2.509)
H (-1.410, 2.110, -0.891)

## Properties
Kohn-Sham gap (spin up / spin down) = 7.07 / 8.02 eV
Total charge = +2
Relative energy (zero: lowest compared OMol25 entry of this formula, charge and spin) = 0.0 kJ/mol
Lowest unoccupied orbital energy (spin up / spin down) = -6.21 / -5.36 eV
Calculated total energy = -5453.75291 Eh
2S+1 = 3

---

No. 4
Computed, not measured: a 2-piece molecular cluster, C29H45BBrCl2O8 overall, with the ωB97M-V functional and the def2-TZVPD basis.

Cartesian coordinates (Å):
C (-6.367, -5.407, 0.649)
C (-5.754, -5.747, -0.721)
C (-5.245, -4.499, -1.489)
C (-3.896, -4.733, -2.170)
C (-3.099, -3.463, -2.486)
B (-2.689, -2.503, -1.216)
C (-2.409, -3.432, 0.131)
Cl (-3.475, -3.256, 1.531)
C (-1.436, -4.321, 0.268)
C (-1.165, -5.199, 1.449)
Cl (-0.289, -4.570, -1.023)
O (-3.807, -1.486, -1.007)
C (-3.321, -0.369, -1.544)
O (-3.316, -0.448, -2.955)
Br (-4.420, 1.254, -1.186)
C (-1.824, -0.362, -1.038)
C (-0.992, 0.742, -1.706)
C (0.253, 0.192, -2.416)
C (1.371, -0.193, -1.443)
C (2.774, 0.152, -1.962)
C (3.804, 0.394, -0.844)
C (4.673, 1.615, -1.080)
C (3.854, 2.892, -1.261)
O (4.414, 3.937, -0.497)
C (3.613, 5.103, -0.560)
C (-1.661, -0.230, 0.481)
O (-2.195, 0.987, 1.020)
C (-2.957, 0.806, 2.142)
C (-4.123, 0.042, 2.157)
C (-4.879, -0.079, 3.329)
C (-4.483, 0.563, 4.505)
C (-3.301, 1.301, 4.496)
C (-2.541, 1.418, 3.325)
O (-1.479, -1.644, -1.420)
H (-7.220, -6.045, 0.878)
H (-5.639, -5.555, 1.441)
H (-6.680, -4.367, 0.707)
H (-4.935, -6.436, -0.542)
H (-6.535, -6.215, -1.317)
H (-5.995, -4.243, -2.234)
H (-5.210, -3.676, -0.781)
H (-3.313, -5.465, -1.616)
H (-4.114, -5.217, -3.128)
H (-3.708, -2.872, -3.169)
H (-2.218, -3.772, -3.050)
H (-0.392, -4.773, 2.085)
H (-0.773, -6.144, 1.076)
H (-2.074, -5.422, 1.991)
H (-3.418, 0.449, -3.282)
H (-0.655, 1.483, -0.984)
H (-1.566, 1.286, -2.452)
H (-0.027, -0.636, -3.056)
H (0.636, 1.009, -3.032)
H (1.343, -1.259, -1.227)
H (1.256, 0.344, -0.504)
H (2.725, 1.011, -2.628)
H (3.160, -0.665, -2.572)
H (3.288, 0.532, 0.107)
H (4.425, -0.488, -0.712)
H (5.337, 1.488, -1.934)
H (5.322, 1.796, -0.223)
H (2.815, 2.700, -0.974)
H (3.841, 3.174, -2.318)
H (3.260, 5.282, -1.575)
H (4.237, 5.938, -0.258)
H (2.768, 5.013, 0.119)
H (-2.088, -1.068, 1.023)
H (-0.586, -0.230, 0.663)
H (-4.455, -0.484, 1.276)
H (-5.784, -0.667, 3.297)
H (-5.100, 0.467, 5.385)
H (-2.982, 1.781, 5.409)
H (-1.628, 1.994, 3.358)
C (7.410, 5.458, -0.194)
C (8.013, 5.557, 1.182)
C (7.644, 4.439, 2.127)
O (7.765, 5.080, 3.407)
C (7.538, 6.404, 3.224)
O (7.392, 7.192, 4.099)
O (7.503, 6.698, 1.900)
H (7.890, 4.666, -0.768)
H (6.344, 5.244, -0.137)
H (7.528, 6.400, -0.731)
H (9.100, 5.672, 1.118)
H (8.309, 3.580, 2.068)
H (6.611, 4.110, 1.999)

## Properties
Kohn-Sham gap = 7.55 eV
Total charge = -1
Lowest unoccupied orbital energy = 1.97 eV
Calculated total energy = -5253.32285 Eh
2S+1 = 1